Molecular formula: C32H49FO13S5
Method: DFT, ωB97M-V with the def2-TZVPD basis set

Last column: Mulliken charge in e.
Atoms and positions in Å:
C: 4.092 1.293 -1.438  -1.3383
C: 3.299 0.692 -2.615  0.4845
O: 2.736 1.722 -3.448  -0.3666
C: 1.422 1.976 -3.210  -0.1108
C: 0.413 1.029 -3.273  -0.2289
C: -0.883 1.393 -3.047  0.2201
C: -1.193 2.717 -2.762  0.8064
C: -0.218 3.675 -2.697  -0.7799
C: 1.074 3.276 -2.928  0.5676
F: 2.003 4.240 -2.873  -0.3357
C: -2.652 3.022 -2.498  -0.0355
O: -3.199 4.046 -2.849  -0.5457
C: -3.383 1.910 -1.787  -0.6164
C: -3.080 0.645 -2.033  -0.2689
C: -2.011 0.380 -3.067  -0.0177
O: -2.068 -0.535 -3.862  -0.5733
H: 4.884 1.911 -1.869  0.2987
H: 4.508 0.450 -0.881  0.3765
H: 3.390 1.884 -0.842  0.3497
H: 3.953 0.080 -3.243  -0.3111
H: 2.557 0.006 -2.189  0.3209
H: 0.706 0.009 -3.508  0.6573
H: -0.476 4.701 -2.459  0.6423
H: -4.131 2.169 -1.041  0.4325
H: -3.553 -0.195 -1.525  0.5068
O: 6.169 0.289 -5.036  -0.6719
S: 5.457 -0.957 -5.153  1.2059
O: 4.898 -1.626 -4.003  -0.7383
C: 4.190 -0.776 -6.401  -0.5956
C: 4.888 -1.156 -7.703  -0.7037
C: 5.730 -2.397 -7.380  -0.6229
C: 6.476 -2.117 -6.069  -0.7038
H: 3.812 0.245 -6.393  0.3856
H: 3.388 -1.475 -6.163  0.3666
H: 4.169 -1.349 -8.498  0.3635
H: 5.540 -0.342 -8.028  0.3167
H: 5.071 -3.259 -7.252  0.2988
H: 6.425 -2.634 -8.184  0.3291
H: 6.610 -3.019 -5.477  0.3477
H: 7.440 -1.645 -6.249  0.3600
O: -4.793 -3.924 0.425  -0.7021
S: -3.738 -2.962 0.230  1.1473
O: -4.018 -1.607 -0.192  -0.7207
C: -2.720 -2.920 1.697  -0.6354
C: -1.665 -3.989 1.455  -0.4866
C: -1.227 -3.820 -0.004  -0.6567
C: -2.497 -3.677 -0.853  -0.6140
H: -3.333 -3.112 2.576  0.4767
H: -2.271 -1.930 1.761  0.2604
H: -0.834 -3.885 2.135  0.2657
H: -2.098 -4.983 1.597  0.3552
H: -0.618 -2.918 -0.097  0.2508
H: -0.621 -4.660 -0.344  0.3845
H: -2.346 -3.020 -1.707  0.3176
H: -2.866 -4.643 -1.191  0.3378
O: -0.011 -2.230 3.031  -0.7336
S: -0.391 -2.301 4.424  1.2274
O: -1.084 -3.442 4.966  -0.6258
C: 1.050 -1.959 5.421  -0.7718
C: 1.046 -0.443 5.584  -0.5691
C: -0.411 -0.058 5.863  -0.6160
C: -1.286 -0.803 4.848  -0.7250
H: 1.940 -2.338 4.922  0.4120
H: 0.913 -2.460 6.380  0.3012
H: 1.709 -0.127 6.388  0.3601
H: 1.385 0.034 4.661  0.2986
H: -0.681 -0.366 6.875  0.2368
H: -0.565 1.019 5.796  0.3596
H: -2.253 -1.072 5.266  0.4452
H: -1.424 -0.225 3.935  0.3511
O: -1.317 -4.480 10.389  -0.6735
S: -1.648 -4.432 8.988  0.9952
O: -1.140 -3.398 8.123  -0.5273
C: -1.291 -6.026 8.262  -0.6043
C: -2.579 -6.822 8.446  -0.6140
C: -3.719 -5.858 8.099  -0.5886
C: -3.433 -4.532 8.814  -0.6344
H: -0.432 -6.471 8.759  0.4034
H: -1.073 -5.866 7.205  0.2832
H: -2.593 -7.710 7.814  0.3423
H: -2.672 -7.146 9.485  0.3059
H: -3.741 -5.696 7.019  0.2725
H: -4.689 -6.258 8.389  0.3269
H: -3.783 -3.677 8.240  0.3413
H: -3.867 -4.511 9.812  0.3564
O: 0.266 9.854 -1.774  -0.6545
S: -0.062 9.862 -3.177  1.1663
O: 0.453 10.869 -4.069  -0.6690
C: 0.286 8.243 -3.852  -0.7684
C: -1.008 7.461 -3.646  -0.3438
C: -2.142 8.421 -4.024  -0.8260
C: -1.848 9.767 -3.350  -0.6821
H: 1.141 7.807 -3.340  0.3907
H: 0.507 8.367 -4.912  0.3797
H: -1.027 6.555 -4.249  0.3681
H: -1.105 7.171 -2.596  0.2044
H: -2.163 8.549 -5.108  0.3412
H: -3.114 8.034 -3.722  0.3456
H: -2.192 10.606 -3.949  0.4017
H: -2.283 9.819 -2.353  0.3577

Frontier orbital gap ... 0.3176 Ha
HOMO energy ... -9.195 eV
Total charge ... 0
SMILES ... CCOc1cc2c(cc1F)C(=O)C=CC2=O.O=S1(=O)CCCC1.O=S1(=O)CCCC1.O=S1(=O)CCCC1.O=S1(=O)CCCC1.O=S1(=O)CCCC1
LUMO ... -0.6 eV
ΔE to the lowest compared entry with this formula, charge and spin ... 0.000 eV

---

Molecular formula: C32H51AuN3O3P
Method: DFT, ωB97M-V with the def2-TZVPD basis set

Last column: Löwdin spin population.
Atoms and positions in Å:
Au: -1.673 0.153 -0.342  0.7431
O: -2.188 0.274 1.865  0.1207
C: -3.009 -0.688 2.565  0.0089
C: -4.409 -0.798 1.991  0.0003
C: -4.442 -1.105 0.482  0.0059
C: -3.527 -2.240 0.116  0.0088
C: -3.955 -3.560 0.207  0.0046
C: -3.083 -4.591 -0.085  -0.0026
C: -1.783 -4.288 -0.471  0.0027
C: -1.415 -2.965 -0.544  0.0050
N: -2.262 -1.964 -0.254  0.0914
H: -2.702 1.127 1.712  -0.0002
H: -3.048 -0.384 3.611  0.0044
H: -2.482 -1.640 2.514  0.0003
H: -4.960 0.128 2.169  0.0001
H: -4.929 -1.584 2.543  0.0005
H: -4.178 -0.209 -0.087  0.0028
H: -5.462 -1.355 0.191  0.0004
H: -4.976 -3.761 0.501  0.0009
H: -3.411 -5.620 -0.017  -0.0001
H: -1.070 -5.062 -0.716  0.0005
H: -0.419 -2.675 -0.848  0.0010
N: -1.461 0.365 -6.680  -0.0009
C: -1.502 0.314 -5.343  -0.0012
C: -1.710 -0.898 -4.653  0.0050
C: -1.743 -0.901 -3.286  0.0104
N: -1.579 0.206 -2.536  0.1380
C: -1.390 1.371 -3.187  0.0099
C: -1.342 1.467 -4.551  0.0055
H: -1.608 -0.458 -7.238  0.0000
H: -1.347 1.238 -7.165  0.0000
H: -1.856 -1.825 -5.190  0.0008
H: -1.917 -1.827 -2.760  0.0007
H: -1.289 2.250 -2.568  0.0009
H: -1.194 2.436 -5.007  0.0007
C: 2.648 -0.016 -3.641  0.0001
C: 2.717 -1.184 -2.664  0.0002
C: 1.735 -0.992 -1.510  0.0045
C: 1.993 0.335 -0.781  0.0623
C: 1.950 1.516 -1.762  0.0010
C: 2.922 1.299 -2.921  0.0008
P: 0.864 0.615 0.631  0.3986
C: 1.183 -0.502 2.037  0.0552
C: 0.628 -1.926 1.869  0.0053
C: 1.232 -2.824 2.945  -0.0006
C: 2.733 -3.031 2.687  0.0002
C: 3.357 -1.826 1.967  0.0028
C: 2.698 -0.525 2.412  0.0282
C: 0.946 2.365 1.141  0.0481
C: 0.066 2.694 2.360  0.0012
C: 0.405 4.104 2.839  -0.0003
C: 1.823 4.156 3.432  0.0001
C: 2.725 3.074 2.825  0.0032
C: 2.410 2.872 1.347  0.0261
H: 1.651 0.018 -4.097  0.0000
H: 3.363 -0.158 -4.452  0.0000
H: 3.732 -1.269 -2.264  0.0004
H: 2.500 -2.126 -3.171  0.0000
H: 1.813 -1.832 -0.820  0.0002
H: 0.715 -0.978 -1.911  0.0005
H: 2.991 0.287 -0.322  0.0142
H: 2.185 2.453 -1.255  0.0000
H: 0.932 1.610 -2.156  0.0002
H: 3.946 1.298 -2.536  0.0003
H: 2.850 2.141 -3.610  0.0001
H: 0.621 -0.028 2.846  -0.0002
H: 0.884 -2.335 0.891  0.0005
H: -0.459 -1.901 1.929  0.0001
H: 0.713 -3.782 2.972  -0.0001
H: 1.070 -2.360 3.922  0.0000
H: 2.889 -3.930 2.089  0.0000
H: 3.246 -3.199 3.634  0.0000
H: 3.256 -1.936 0.882  0.0004
H: 4.427 -1.779 2.164  0.0008
H: 3.234 0.336 2.013  0.0016
H: 2.767 -0.437 3.499  0.0042
H: 0.516 2.881 0.278  0.0028
H: 0.231 1.990 3.178  0.0000
H: -0.985 2.617 2.094  0.0003
H: -0.329 4.433 3.575  -0.0001
H: 0.318 4.791 1.992  0.0000
H: 1.781 4.023 4.514  0.0000
H: 2.257 5.141 3.258  0.0000
H: 2.592 2.132 3.363  0.0002
H: 3.775 3.343 2.941  0.0010
H: 3.147 2.221 0.873  0.0009
H: 2.492 3.832 0.831  0.0025
O: -3.433 2.325 1.055  -0.0027
C: -2.732 2.853 0.198  0.0154
O: -1.746 2.301 -0.432  0.1424
H: -2.924 3.888 -0.116  0.0075

Frontier orbital gap (alpha / beta) ... 0.3327 / 0.2296 Ha
HOMO energy (alpha / beta) ... -14.131 / -14.291 eV
2S+1 ... 3
Total charge ... +2
LUMO (alpha / beta) ... -5.1 / -8.0 eV
ΔE to the lowest compared entry with this formula, charge and spin ... 0.000 eV

---

Molecular formula: C32H51Cl2LuP
Method: DFT, ωB97M-V with the def2-TZVPD basis set

Last column: Mulliken charge in e.
Atoms and positions in Å:
Lu: 0.685 0.235 0.412  0.4391
P: 0.039 0.582 -2.375  1.1811
Cl: 1.431 2.579 0.356  -0.5471
C: -1.761 0.205 -0.103  -1.1418
H: -2.745 -0.164 -0.462  0.2462
H: -1.984 1.288 0.189  -0.0142
C: 1.910 0.815 -2.616  -0.5663
C: -0.746 2.259 -2.578  0.3824
C: 2.431 0.841 -4.061  -0.8737
H: 2.086 1.817 -2.183  0.9454
C: 3.925 1.198 -4.081  -0.9464
H: 2.288 -0.143 -4.531  0.1748
H: 1.874 1.569 -4.669  0.2450
C: 4.769 0.270 -3.197  -0.8025
H: 4.297 1.167 -5.113  0.4106
H: 4.040 2.231 -3.725  0.3576
C: 4.195 0.093 -1.790  -1.1437
H: 4.835 -0.714 -3.681  0.3094
H: 5.791 0.661 -3.125  0.4181
C: 2.690 -0.219 -1.769  1.0159
H: 4.735 -0.700 -1.258  0.4337
H: 4.348 1.018 -1.220  0.3953
H: 2.509 -1.230 -2.161  0.3307
H: 2.433 -0.231 -0.666  -0.5639
C: -0.608 -0.502 -3.750  -0.5825
C: -2.262 2.102 -2.763  -0.4072
H: -0.574 2.707 -1.580  0.5280
C: -2.959 3.464 -2.701  -0.8659
H: -2.483 1.620 -3.729  0.0955
H: -2.642 1.441 -1.975  -0.2460
C: -2.341 4.487 -3.661  -0.6729
H: -4.023 3.337 -2.929  0.3969
H: -2.887 3.848 -1.675  0.3354
C: -0.814 4.575 -3.544  -0.9384
H: -2.608 4.220 -4.692  0.2982
H: -2.777 5.475 -3.466  0.3616
C: -0.121 3.208 -3.609  -0.4942
H: -0.420 5.225 -4.333  0.3891
H: -0.561 5.039 -2.582  0.3810
H: -0.218 2.787 -4.622  0.1157
H: 0.953 3.334 -3.414  0.2688
C: 0.107 -1.865 -3.781  -0.1035
H: -1.655 -0.671 -3.432  0.6971
C: -0.598 -2.834 -4.737  -0.8857
H: 1.154 -1.736 -4.097  0.2918
H: 0.135 -2.307 -2.777  -0.4708
C: -0.793 -2.255 -6.144  -0.7661
H: -0.023 -3.764 -4.796  0.4246
H: -1.580 -3.086 -4.313  0.3514
C: -1.379 -0.838 -6.129  -1.0135
H: 0.176 -2.235 -6.660  0.3297
H: -1.449 -2.917 -6.722  0.4116
C: -0.651 0.107 -5.163  -0.2094
H: -1.358 -0.414 -7.140  0.4116
H: -2.431 -0.897 -5.821  0.3724
H: 0.373 0.275 -5.527  0.1007
H: -1.151 1.084 -5.157  0.0962
C: -0.016 -2.378 -0.088  -1.2146
C: -1.406 -2.041 -0.310  0.2560
H: 0.730 -2.253 -0.891  0.6781
C: -2.447 -2.545 0.641  -0.6510
H: -1.724 -1.791 -1.331  0.3569
C: -1.862 -2.871 2.033  -0.3198
H: -3.240 -1.805 0.765  0.3994
H: -2.929 -3.457 0.247  0.3631
C: -0.655 -3.799 1.932  -1.0504
H: -1.561 -1.944 2.540  -0.0952
H: -2.639 -3.332 2.652  0.3820
C: 0.470 -3.205 1.064  -0.5835
H: -0.283 -4.041 2.935  0.4432
H: -0.976 -4.749 1.482  0.3887
H: 1.157 -2.631 1.720  0.1000
H: 1.093 -4.044 0.703  0.3243
Cl: -0.341 2.600 4.194  -0.2070
C: -0.033 1.098 4.951  0.6474
C: 0.009 1.002 6.342  -0.6427
C: 0.245 -0.255 6.928  -0.2513
C: 0.419 -1.382 6.115  -0.8574
C: 0.394 -1.270 4.732  0.2878
C: 0.189 -0.023 4.099  -0.3315
C: 0.286 0.198 2.667  -1.3618
H: -0.147 1.879 6.952  0.4039
H: 0.278 -0.347 8.015  0.3385
H: 0.575 -2.356 6.582  0.3584
H: 0.568 -2.158 4.097  0.1721
H: -0.656 0.469 2.114  0.5301
H: 1.227 0.740 2.363  0.4498

Frontier orbital gap (alpha / beta) ... 0.1382 / 0.1383 Ha
HOMO energy (alpha / beta) ... -1.222 / -1.227 eV
Total charge ... -1
LUMO (alpha / beta) ... 2.5 / 2.5 eV
ΔE to the lowest compared entry with this formula, charge and spin ... 0.000 eV

---

Molecular formula: C32H51N2O18
Method: DFT, ωB97M-V with the def2-TZVPD basis set

Last column: Mulliken charge in e.
Atoms and positions in Å:
C: 4.621 -3.405 1.257  -1.2603
C: 3.934 -2.551 0.182  -0.6206
C: 4.848 -1.489 -0.414  -0.3137
O: 5.843 -1.039 0.522  -0.3563
C: 5.439 -0.124 1.404  -0.2804
O: 5.725 -0.208 2.584  -0.5299
C: 4.661 1.095 0.980  0.0613
C: 5.277 2.048 0.226  0.6268
O: 6.562 1.929 -0.152  -0.4487
C: 6.668 1.440 -1.517  -0.0419
C: 8.110 1.448 -2.006  -0.6746
C: 9.158 1.389 -0.885  -1.0330
C: 4.583 3.153 -0.117  -0.0386
N: 3.338 3.288 0.276  0.0816
C: 2.671 2.401 1.000  -0.2395
C: 1.245 2.809 1.301  -0.9660
O: 0.428 1.773 1.727  -0.0696
C: -0.925 1.943 1.349  -0.6961
O: -1.303 0.826 0.609  -0.1057
C: -2.286 1.161 -0.376  -0.2765
C: -2.881 -0.088 -0.976  0.3718
O: -4.272 -0.115 -0.752  -0.4689
C: 3.344 1.263 1.391  0.8416
N: 2.756 0.294 2.169  -0.3219
H: 4.106 -4.354 1.299  0.4387
H: 5.646 -3.624 0.979  0.2834
H: 4.532 -2.941 2.233  0.3168
H: 2.983 -2.162 0.539  0.1871
H: 3.681 -3.226 -0.634  0.4208
H: 4.252 -0.686 -0.852  0.2968
H: 5.390 -1.939 -1.236  0.6062
H: 6.254 0.438 -1.533  -0.0106
H: 6.068 2.043 -2.199  0.3693
H: 8.257 2.344 -2.602  0.3496
H: 8.207 0.616 -2.695  0.3590
H: 8.778 0.789 -0.067  0.2577
H: 10.067 0.953 -1.274  0.3896
H: 9.364 2.394 -0.547  0.2856
H: 5.066 3.915 -0.698  0.6263
H: 2.856 4.139 0.009  0.2995
H: 1.306 3.608 2.051  0.2891
H: 0.855 3.299 0.404  0.3327
H: -1.115 2.889 0.838  0.4715
H: -1.512 1.944 2.271  0.2924
H: -3.077 1.732 0.110  0.5112
H: -1.856 1.777 -1.169  -0.0818
H: -2.712 -0.063 -2.058  0.2228
H: -2.404 -1.000 -0.615  -0.5488
H: -4.601 -0.997 -0.967  0.2595
H: 2.142 0.661 2.882  0.1957
H: 3.435 -0.285 2.651  0.3172
C: -1.885 -3.244 1.624  -1.6728
C: -1.271 -3.752 0.342  0.7733
C: -2.115 -4.770 -0.388  -0.4595
O: -1.127 -5.556 -1.066  -0.3444
C: 0.022 -5.467 -0.358  0.5445
O: 0.981 -6.141 -0.545  -0.5388
O: -0.068 -4.500 0.590  -0.3840
H: -1.935 -4.026 2.372  0.6585
H: -1.279 -2.440 2.043  0.2057
H: -2.890 -2.861 1.436  0.4429
H: -1.013 -2.913 -0.314  0.1438
H: -2.798 -4.319 -1.104  0.2662
H: -2.678 -5.419 0.286  0.3255
C: -3.932 0.157 5.712  -1.4619
C: -2.707 -0.715 5.845  0.4659
C: -1.569 -0.353 4.920  -0.1415
O: -0.923 -1.610 4.709  -0.2987
C: -1.864 -2.581 4.884  0.6334
O: -1.725 -3.713 4.566  -0.5356
O: -2.987 -2.064 5.435  -0.3644
H: -4.408 0.005 4.743  0.3495
H: -4.668 -0.100 6.473  0.3681
H: -3.673 1.210 5.824  0.3708
H: -2.372 -0.739 6.885  0.2828
H: -0.884 0.364 5.368  0.3690
H: -1.895 0.017 3.943  -0.0108
C: -8.876 1.052 -1.226  -1.4221
C: -8.095 0.335 -2.300  0.4487
C: -8.791 -0.875 -2.877  -0.5285
O: -7.685 -1.708 -3.256  -0.3687
C: -6.644 -1.381 -2.466  0.7388
O: -5.632 -2.012 -2.395  -0.5666
O: -6.893 -0.254 -1.767  -0.2911
H: -8.967 0.429 -0.337  0.3536
H: -8.362 1.964 -0.926  0.3561
H: -9.871 1.317 -1.582  0.3885
H: -7.803 1.035 -3.087  0.2515
H: -9.404 -0.640 -3.743  0.3165
H: -9.397 -1.411 -2.143  0.3130
C: -1.039 1.413 -4.834  -1.1627
C: -0.462 2.789 -4.605  0.3996
C: 0.644 2.841 -3.577  -0.3626
O: 0.515 4.169 -3.047  -0.3608
C: -0.788 4.544 -3.217  0.6605
O: -1.273 5.501 -2.717  -0.5244
O: -1.436 3.670 -4.019  -0.3586
H: -1.573 1.067 -3.947  0.0617
H: -1.759 1.433 -5.651  0.3913
H: -0.255 0.698 -5.082  0.3849
H: -0.138 3.226 -5.553  0.3365
H: 1.631 2.699 -4.012  0.3864
H: 0.503 2.125 -2.761  0.1923

Frontier orbital gap ... 0.2983 Ha
HOMO energy ... -12.103 eV
Total charge ... +1
LUMO ... -4.0 eV
ΔE to the lowest compared entry with this formula, charge and spin ... 0.000 eV

---

In order of appearance, calculated total energy = -4317.57455 -2116.49267 -3747.08411 -2713.55672 hartree.